Record 1
# C15H18O

2 unconnected molecules or ions with the total composition C15H18O in a non-equilibrium geometry (ωB97M-V with the def2-TZVPD basis set, the OMol25 dataset).

Calculated values
**Net charge**: +1
**Electronic energy**: -17885.227 eV
**Expectation value of S²**: 0.77
**Highest occupied orbital energy (spin up / spin down)**: -11.956 / -11.931 eV
**LUMO (spin up / spin down)**: -3.545 / -7.194 eV
**Multiplicity**: 2
**Max |F|**: 5.18 eV/Å

Atoms and positions in Å:
C -1.2095 2.4857 -1.9843
C -1.7863 1.6081 -3.0836
C -0.9105 1.9663 -0.5941
C 0.2452 2.5939 0.0289
C -1.4334 0.7682 0.0281
C 0.7609 2.1079 1.2120
C -1.1137 0.4702 1.3240
C -0.0827 1.2198 1.8599
O 0.3766 0.7486 3.0651
H -0.1132 2.6869 -2.2181
H -1.6004 3.5190 -2.0087
H -1.3420 0.6269 -3.1317
H 0.7365 3.4107 -0.5346
H -2.2388 0.3533 -0.5470
H 1.6952 2.5054 1.6051
H -1.6577 -0.2873 1.9175
H 1.0074 1.4004 3.4110
H -1.7400 2.0925 -4.0350
H -2.8753 1.5904 -2.8075
C 2.9084 -1.7717 0.8641
C -0.9049 -2.2723 -1.0453
C -0.4952 -3.1054 0.0158
C -0.0836 -1.2395 -1.4092
C 0.7604 -3.0860 0.5721
C 1.1865 -1.0950 -0.8129
C 1.5571 -1.9289 0.2188
H -1.8780 -2.5702 -1.4783
H -1.2662 -3.7338 0.4828
H -0.3534 -0.6807 -2.3075
H 0.9417 -3.6137 1.5084
H 1.8175 -0.2734 -1.1019
H 3.4603 -2.7017 0.8917
H 2.6578 -1.5901 1.9267
H 3.5142 -0.9289 0.4938

Record 2
# C15H18O2

2 unconnected molecules or ions with the total composition C15H18O2 in a non-equilibrium geometry (ωB97M-V with the def2-TZVPD basis set, the OMol25 dataset).

Calculated values
**Electronic energy**: -19941.101 eV
**SMILES**: CCc1ccc(O)cc1.Cc1ccc(O)cc1
**Highest occupied orbital energy**: -8.413 eV
**LUMO**: 0.743 eV
**Multiplicity**: 1
**Max |F|**: 2.31 eV/Å

Atoms and positions in Å:
C -1.8937 4.7414 -0.3497
C 0.3932 1.7148 1.7885
C -0.1733 1.3796 0.5704
C 0.1433 2.9980 2.2962
C -0.9993 2.2741 -0.0748
C -0.6635 3.8860 1.5938
C -1.1773 3.5907 0.3126
O 1.0455 0.8296 2.5863
H -0.0266 0.3750 0.1743
H 1.9144 0.5400 2.2873
H 0.6179 3.1993 3.2532
H -1.5950 1.8974 -0.9049
H -0.6966 4.8524 2.0988
H -1.2201 5.5443 -0.6374
H -2.5705 5.1050 0.4220
H -2.5182 4.5058 -1.2097
C 2.1496 -1.8505 0.1348
C 2.1509 -2.4860 1.5729
C 1.0128 -2.3258 -0.7108
C -0.2767 -2.4524 -0.1709
C 1.1377 -2.4893 -2.0816
C -1.3906 -2.6491 -0.9905
C 0.0424 -2.7194 -2.8896
C -1.2102 -2.9588 -2.3464
O -2.2238 -3.3889 -3.1286
H 2.2674 -0.7693 0.1361
H 3.0547 -2.1578 -0.4253
H 3.1835 -2.5403 1.9084
H -0.4125 -2.2205 0.8757
H 2.0437 -2.2075 -2.6254
H -2.3761 -2.7384 -0.5350
H 0.1126 -2.9497 -3.9464
H -3.0770 -3.3916 -2.7055
H 1.5715 -3.4082 1.5232
H 1.6597 -1.7300 2.1980

Record 3
# C15H18O4

C15H18O4 in the gas phase (ωB97M-V with the def2-TZVPD basis set, the OMol25 dataset).

Calculated values
**Electronic energy**: -24037.001 eV
**SMILES**: O=C(O)/C=C(\Oc1ccccc1)C1(O)CCCCC1
**Highest occupied orbital energy**: -8.650 eV
**LUMO**: 0.691 eV
**Multiplicity**: 1
**Max |F|**: 0.90 eV/Å

Atoms and positions in Å:
O 3.0911 -1.0517 -0.7937
C 2.9075 0.0893 -1.1491
O 3.7933 0.7272 -1.9452
H 4.5355 0.1355 -2.1403
C 1.8114 0.9730 -0.7815
C 0.6750 0.6434 -0.1398
O 0.2569 -0.5855 0.2102
C 0.5192 -1.7091 -0.5459
C 0.4517 -1.6942 -1.9326
C 0.6134 -2.8739 -2.6345
C 0.8271 -4.0652 -1.9630
C 0.8731 -4.0765 -0.5793
C 0.7144 -2.9036 0.1335
H 0.7552 -2.8924 1.2111
H 1.0391 -5.0031 -0.0507
H 0.9583 -4.9819 -2.5178
H 0.5701 -2.8593 -3.7136
H 0.2818 -0.7629 -2.4541
C -0.2846 1.7230 0.3641
C -1.7302 1.3835 -0.0512
C -2.7107 2.0956 0.8725
C -2.6423 1.4988 2.2833
C -1.2390 0.9649 2.5942
C -0.1720 1.8031 1.9044
H 0.8249 1.4844 2.2100
H -0.2834 2.8538 2.1746
H -1.0687 0.9765 3.6717
H -1.1438 -0.0681 2.2578
H -2.9174 2.2656 3.0093
H -3.3630 0.6847 2.3783
H -2.4498 3.1550 0.8988
H -3.7248 2.0126 0.4786
H -1.8920 0.3071 -0.0002
H -1.8819 1.7002 -1.0876
O 0.0805 2.9980 -0.1164
H -0.0698 3.0366 -1.0683
H 1.9942 2.0157 -0.9876

Record 4
# C15H19BN3OPS

C15H19BN3OPS in the gas phase in a non-equilibrium geometry (ωB97M-V with the def2-TZVPD basis set, the OMol25 dataset).

Calculated values
**Electronic energy**: -43172.437 eV
**SMILES**: C#Cc1cc2nc(B(N)O)c(C)nc2c(P(CC)CC)c1S
**Highest occupied orbital energy**: -7.773 eV
**LUMO**: -1.233 eV
**Multiplicity**: 1
**Max |F|**: 7.04 eV/Å

Atoms and positions in Å:
C -2.3070 4.3205 4.3146
C -2.0468 3.5524 3.2625
C -1.3370 2.4979 2.2579
C -0.5491 3.0009 0.9993
C 0.1542 2.0331 -0.0832
N 0.8074 2.7058 -1.1973
C 1.3914 1.6756 -2.0345
B 2.1958 2.2209 -3.3790
N 1.3878 3.1743 -4.2453
O 3.5680 1.8713 -3.7009
C 1.3179 0.1107 -1.8436
C 2.0280 -0.9456 -2.8687
N 0.6051 -0.4812 -0.7334
C 0.0280 0.4903 0.1796
C -0.7705 -0.0981 1.4491
P -1.0363 -1.9290 1.8291
C -2.4918 -2.4817 0.7222
C -2.3690 -1.8919 -0.7886
C 0.4446 -3.0155 1.3866
C 1.6356 -3.0398 2.4877
C -1.4391 0.9302 2.4835
S -2.3981 0.3667 3.9822
H -2.4754 4.9711 5.2521
H -0.4740 4.1502 0.8450
H 1.5870 3.0203 -5.2515
H 0.3827 2.9353 -4.1087
H 3.5654 1.6414 -4.6697
H 2.2627 -1.8799 -2.2063
H 3.0424 -0.5794 -3.2614
H 1.3049 -1.3258 -3.6857
H -3.4413 -1.9887 1.1845
H -2.6145 -3.6337 0.7329
H -3.3297 -2.1721 -1.3908
H -2.3193 -0.7281 -0.7824
H -1.4447 -2.2663 -1.3608
H 0.9338 -2.8111 0.3664
H 0.0424 -4.1126 1.3274
H 2.0015 -4.1495 2.5366
H 1.2867 -2.7618 3.5473
H 2.5828 -2.4397 2.1603
H -1.8079 -0.7961 4.4750

Record 5
# C15H19BrHfN2O4

A molecular structure, C15H19BrHfN2O4 (ωB97M-V with the def2-TZVPD basis set, the OMol25 dataset).

Calculated values
**Net charge**: +2
**Electronic energy**: -98371.759 eV
**Highest occupied orbital energy**: -16.283 eV
**LUMO**: -7.036 eV
**Multiplicity**: 1
**Max |F|**: 0.90 eV/Å

Atoms and positions in Å:
Hf -0.1572 -0.1504 0.4158
C -0.0546 2.6724 3.6798
C -0.4674 1.8803 2.4708
C -1.9108 1.3819 2.4765
O 0.3676 0.6051 2.4024
C -0.2324 2.6283 1.1410
O -0.4163 3.7853 1.0086
O 0.0625 1.7567 0.1126
H -0.3291 2.1598 4.6009
H -0.5585 3.6373 3.6402
H 1.0185 2.8747 3.6666
H -2.0128 0.5259 3.1446
H -2.3128 1.1482 1.4798
H -2.5554 2.1766 2.8519
H 1.2305 0.7402 2.8271
Br 1.5461 -1.0107 -1.1012
C -4.0058 -4.6326 0.5921
N -3.8923 -3.2434 0.1329
N -2.7152 -2.5407 0.1639
C -2.9631 -1.2922 -0.2964
O -1.9516 -0.4538 -0.3751
C -4.3049 -1.1767 -0.5890
C -4.8573 -2.4277 -0.3115
C -6.2654 -2.8969 -0.4275
C -1.4297 -3.0795 0.4682
C -0.8578 -4.0395 -0.3402
C 0.4098 -4.5220 -0.0098
C 1.0980 -4.0249 1.0843
C 0.5199 -3.0463 1.8907
C -0.7553 -2.5716 1.5915
H -3.1478 -4.8615 1.2165
H -4.0423 -5.3049 -0.2621
H -4.9105 -4.7192 1.1867
H -4.8169 -0.3149 -0.9805
H -6.8628 -2.1475 -0.9394
H -6.6933 -3.0610 0.5631
H -6.3201 -3.8287 -0.9902
H -1.3811 -4.4019 -1.2158
H 0.8615 -5.2814 -0.6343
H 2.0827 -4.4030 1.3227
H 1.0389 -2.6871 2.7707
H -1.2897 -1.9419 2.3043

Record 6
# C15H19BrN4ORhS4Sb

A molecular structure, C15H19BrN4ORhS4Sb (ωB97M-V with the def2-TZVPD basis set, the OMol25 dataset).

Calculated values
**Electronic energy**: -146801.522 eV
**Highest occupied orbital energy**: -6.145 eV
**LUMO**: -0.328 eV
**Multiplicity**: 1
**Max |F|**: 0.78 eV/Å

Atoms and positions in Å:
Rh -0.1699 0.2276 0.2748
S -1.9021 0.4965 5.0686
Sb -2.1651 1.1275 2.8969
S 0.1804 1.5736 2.0745
S -1.7877 -0.9124 1.4796
C 4.0552 3.5146 -1.8541
C 3.0391 2.4264 -2.0450
C 2.9150 1.7140 -3.2312
C 1.9564 0.7155 -3.3563
C 1.1524 0.4734 -2.2718
Br -0.1842 -0.8756 -2.2423
N 1.2425 1.1463 -1.1315
C 2.1639 2.0903 -1.0146
H 4.7944 3.5036 -2.6532
H 4.5739 3.3986 -0.9029
H 3.5768 4.4952 -1.8474
H 3.5718 1.9318 -4.0642
H 1.8468 0.1352 -4.2618
H 2.1846 2.5859 -0.0485
C 0.9697 -4.2753 1.5218
N 0.8354 -3.2617 2.5348
C 0.4058 -3.5903 3.8928
C 0.2441 -2.2108 4.5485
N 0.8011 -1.3150 3.5317
C 0.9983 -1.9486 2.3923
S 1.5149 -1.2022 0.9130
H 0.0780 -4.9047 1.5199
H 1.8440 -4.9037 1.7094
H 1.0743 -3.7965 0.5520
H 1.1554 -4.2152 4.3849
H -0.5346 -4.1428 3.8525
H 0.8035 -2.1179 5.4774
H -0.7916 -1.9294 4.7357
H 0.6404 -0.3065 3.5349
O -1.6005 1.7221 -0.3429
N -2.5097 1.4351 -1.2508
C -2.3740 1.9614 -2.4827
C -3.3188 1.7228 -3.4535
C -4.4150 0.9251 -3.1575
C -4.5310 0.3980 -1.8826
C -3.5701 0.6699 -0.9304
H -1.4909 2.5689 -2.6075
H -3.1884 2.1635 -4.4313
H -5.1663 0.7245 -3.9084
H -5.3683 -0.2255 -1.6042
H -3.5498 0.2872 0.0805